ORCA calculation (ωB97M-V/def2-TZVPD) on a structure of composition C21H25OW in a non-equilibrium geometry.

Summary:
LUMO level (alpha / beta) (eV): 2.907 / 2.809
HOMO-LUMO gap (alpha / beta) (eV): 2.7 / 4.4
HOMO (alpha / beta) (eV): 0.2 / -1.6

```
! RIJCOSX wB97M-V def2-TZVPD def2/J DEFGRID3
* xyz -1 3
W 0.12590 -0.41478 -0.71842
C 0.26971 -2.75898 -0.58353
C -0.57172 -2.38936 0.48980
C -1.74478 -1.84098 -0.04373
H -0.31744 -2.45705 1.53125
C -1.64533 -1.84940 -1.44857
C -0.40887 -2.44894 -1.77927
H -0.04302 -2.63414 -2.77295
H 1.25117 -3.19132 -0.49429
H -2.55911 -1.43074 0.52757
H -2.38340 -1.48689 -2.14412
C 2.12144 0.63250 -1.57680
C 1.72404 -0.32722 -2.51735
C 0.46385 0.06112 -3.03002
H 2.27157 -1.21585 -2.78255
C 0.07730 1.25031 -2.39075
C 1.10439 1.59953 -1.47977
H 1.09491 2.42416 -0.79015
H 3.00372 0.58987 -0.96558
H -0.10967 -0.46361 -3.77382
H -0.82429 1.80211 -2.58891
O -1.13460 0.98667 0.47049
C -2.31879 1.87408 0.30192
C -2.60330 1.75258 1.80696
C -3.34051 1.27679 -0.62638
C -1.87758 3.25527 -0.11833
C -1.28130 1.00658 1.92184
H -3.47586 1.14598 2.03396
H -2.66784 2.69483 2.34364
H -0.45782 1.54655 2.37787
H -1.31177 0.00083 2.32794
H -4.23517 1.89852 -0.63495
H -3.62540 0.27585 -0.31586
H -2.95651 1.22102 -1.64211
H -2.57919 3.99617 0.26426
H -1.84013 3.35509 -1.19919
H -0.89168 3.48295 0.28054
C 3.94160 -1.43785 2.52574
C 2.81029 -0.76715 2.98150
C 1.75912 -0.47918 2.10447
C 1.80950 -0.84569 0.74899
C 2.96942 -1.53852 0.31797
C 4.01972 -1.82652 1.19231
H 4.75387 -1.66014 3.20582
H 2.74361 -0.47051 4.02055
H 0.92594 0.01747 2.51582
H 3.06925 -1.85899 -0.70692
H 4.89477 -2.35299 0.83313
*
```

ORCA calculation (ωB97M-V/def2-TZVPD) on a structure of composition C21H26BrI2NO8PY.

Summary:
LUMO level (eV): -1.347
HOMO-LUMO gap (eV): 7.8
HOMO (eV): -9.2

```
! RIJCOSX wB97M-V def2-TZVPD def2/J DEFGRID3
* xyz 0 1
Y 0.91723 -1.12187 -0.62382
O -1.79395 -3.54886 1.49452
C -0.78902 -3.13745 0.95545
O -0.70489 -2.47875 -0.15100
C 0.56856 -3.42319 1.59344
C 0.66965 -4.22536 2.71717
C 1.92639 -4.49593 3.22867
C 3.03906 -3.95742 2.60000
C 2.84990 -3.15092 1.49610
N 1.63927 -2.88089 0.99672
H -0.24278 -4.61189 3.14773
H 2.04147 -5.12237 4.10369
H 4.03980 -4.14861 2.96045
H 3.69417 -2.69578 0.99130
C 0.67961 2.73775 3.35337
C -0.64992 2.91193 2.63761
C -1.77608 2.25847 3.42243
C -0.94618 4.37988 2.38235
O -0.53137 2.34113 1.29418
P -0.65340 0.82698 0.87440
O -0.32346 0.73753 -0.61106
O 0.30377 -0.08517 1.62395
O -2.11336 0.35642 1.19894
C -3.32882 0.55858 0.39648
C -3.40695 2.00070 -0.07959
C -4.45096 0.23217 1.36678
C -3.31771 -0.42028 -0.76523
H 0.64864 3.25510 4.31352
H 1.48864 3.16075 2.75787
H 0.88217 1.68238 3.53675
H -1.84877 2.74682 4.39514
H -1.59189 1.19628 3.58466
H -2.72948 2.36989 2.90661
H -1.02306 4.91525 3.32935
H -1.88614 4.48882 1.84080
H -0.14957 4.82761 1.78845
H -3.40610 2.69296 0.76386
H -4.33338 2.14033 -0.63803
H -2.57151 2.24445 -0.73670
H -4.43817 0.91704 2.21565
H -4.33746 -0.78714 1.73512
H -5.41403 0.31995 0.86257
H -2.53037 -0.17333 -1.47597
H -4.27871 -0.36971 -1.28039
H -3.15801 -1.43498 -0.40298
I 2.96897 0.49050 1.34545
I 5.50723 0.53564 0.50148
Br 4.23164 1.39488 -3.51659
C 3.28498 0.38552 -4.80743
C 3.61446 0.61668 -6.13343
C 2.94381 -0.05332 -7.14497
C 1.92811 -0.94289 -6.83757
C 1.59277 -1.16035 -5.51291
C 2.26970 -0.51452 -4.48012
C 1.85532 -0.86935 -3.09063
O 0.69351 -1.34576 -2.90825
O 2.64074 -0.72233 -2.10647
H 4.39586 1.32613 -6.36638
H 3.21569 0.13079 -8.17621
H 1.39746 -1.46097 -7.62474
H 0.79694 -1.83994 -5.24253
*
```

ORCA calculation (ωB97M-V/def2-TZVPD) on a structure of composition C21H26Cl2F4N6SZr.

Summary:
LUMO level (eV): -6.987
HOMO-LUMO gap (eV): 7.3
HOMO (eV): -14.3

```
! RIJCOSX wB97M-V def2-TZVPD def2/J DEFGRID3
* xyz 2 1
Zr 0.24468 -0.80179 -0.30975
C -3.48509 1.12499 -0.20584
C -2.55210 0.83830 -1.36800
N -1.07507 1.05924 -1.13303
C -0.85348 2.30194 -0.32235
C -1.31448 3.60621 -0.96095
C -0.47241 1.23805 -2.49054
C 1.01976 1.41976 -2.37573
N 1.50557 0.35793 -1.48208
C 2.84384 -0.02341 -1.65786
C 3.15224 -1.35009 -1.43685
F 2.06887 -2.11889 -1.01860
C 4.40598 -1.89718 -1.54272
F 4.58166 -3.18466 -1.25151
C 5.45392 -1.08362 -1.92482
C 5.18569 0.25405 -2.15885
F 6.16783 1.06833 -2.50864
C 3.91204 0.79325 -2.01641
F 3.72880 2.10088 -2.20422
H -4.47966 0.77980 -0.48737
H -3.56246 2.18864 0.01228
H -3.20883 0.60377 0.70629
H -2.84172 1.47664 -2.20589
H -2.66229 -0.18790 -1.71071
H 0.21289 2.37033 -0.10757
H -1.36309 2.15931 0.62849
H -0.68911 3.90914 -1.79910
H -1.25304 4.39606 -0.21289
H -2.34787 3.56232 -1.30284
H -0.93465 2.09176 -2.98689
H -0.70593 0.34376 -3.06977
H 1.27986 2.41209 -2.00476
H 1.47386 1.32023 -3.36302
H 6.45809 -1.47148 -2.02494
C -3.05867 -1.54405 2.85701
C -1.93912 -1.07358 1.99715
N -1.75754 -1.44183 0.76907
N -2.67450 -2.29954 0.24355
C -2.36415 -2.74887 -0.94221
N -3.20102 -3.59649 -1.53916
S -0.91521 -2.33589 -1.86491
C -0.96027 -0.09672 2.51904
C -1.10314 0.49787 3.76078
C -0.16060 1.42485 4.18333
C 0.90827 1.73275 3.35467
C 0.99110 1.10239 2.13121
N 0.08169 0.20873 1.71296
H -3.56758 -2.38062 2.39321
H -2.68133 -1.83566 3.83807
H -3.78540 -0.74090 3.00999
H -4.03598 -3.88850 -1.05582
H -2.99514 -3.98465 -2.44311
H -1.94565 0.24213 4.38569
H -0.26081 1.90125 5.14948
H 1.66573 2.44560 3.64676
H 1.80811 1.31535 1.45173
Cl 0.74653 -3.00693 1.45028
C 2.51746 -3.04137 1.77037
Cl 3.15711 -1.40067 1.81171
H 2.98594 -3.60087 0.96903
H 2.64992 -3.51159 2.73759
*
```

ORCA calculation (ωB97M-V/def2-TZVPD) on a structure of composition C21H26Cl3N2O4SSiTb in a non-equilibrium geometry.

Summary:
LUMO level (alpha / beta) (eV): 0.168 / 0.172
HOMO-LUMO gap (alpha / beta) (eV): 8.2 / 8.2
HOMO (alpha / beta) (eV): -8.0 / -8.0

```
! RIJCOSX wB97M-V def2-TZVPD def2/J DEFGRID3
* xyz 0 7
Tb -0.75085 -0.73349 -0.06026
C 0.79579 0.62336 6.04515
C 0.92993 1.72607 5.03949
C 2.40692 1.79602 4.57294
C 0.04556 1.50940 3.81975
C -1.27447 1.05118 4.03155
C -2.22246 1.04621 2.97942
C -1.87675 1.65502 1.78933
C -2.94220 2.11408 0.78119
C -0.49355 1.86950 1.49029
C 0.45284 1.77153 2.50404
H 1.68114 0.53999 6.68571
H 0.67751 -0.37138 5.57629
H -0.06064 0.76215 6.73018
H 0.74768 2.74638 5.38225
H 2.65283 0.92579 3.96631
H 3.01365 1.84271 5.47225
H 2.62760 2.73027 3.99084
H -1.46946 0.66992 5.01435
H -3.23493 0.72537 3.17043
H -3.77459 2.57716 1.32002
H -3.38740 1.30985 0.17826
H -2.43541 2.83560 0.14096
H -0.18119 2.18008 0.45074
H 1.45198 2.04244 2.27616
C 2.21989 -1.01023 -7.64091
C 1.53771 -0.50302 -6.37232
C 0.37488 -1.22629 -6.08154
C -0.39047 -0.99506 -4.97153
C 0.04739 0.02390 -4.15033
C 1.29093 0.65569 -4.29873
C 2.01874 0.44263 -5.46201
S -0.92442 0.64228 -2.79060
O -1.60883 1.81531 -3.25019
O 0.11015 0.76036 -1.65897
N -1.78328 -0.50961 -2.04143
C -3.13515 -1.04012 -2.26398
C -3.54111 -1.63375 -0.84966
O -4.60357 -2.16957 -0.74736
O -2.67540 -1.51039 0.15957
H 1.53870 -1.76037 -8.16437
H 3.21756 -1.44465 -7.48586
H 2.35029 -0.12870 -8.35321
H 0.03606 -1.99943 -6.69460
H -1.28225 -1.60992 -4.85167
H 1.72640 1.23878 -3.43379
H 2.97727 0.93846 -5.59344
H -3.11880 -1.83511 -2.95639
H -3.84213 -0.33242 -2.67721
Cl 3.44912 -1.53824 1.21781
Si 2.25466 -0.44768 -0.17805
Cl 1.15780 -2.34666 -1.10008
Cl 3.49312 0.16095 -1.66344
C 0.78515 -3.36799 3.86456
C 0.26654 -2.56567 2.85509
N -0.14065 -1.86548 1.99893
H 1.87324 -3.49849 3.69364
H 0.34347 -4.38176 3.76513
H 0.59746 -2.90297 4.82927
*
```

ORCA calculation (ωB97M-V/def2-TZVPD) on the molecule C21H26ClN3O3.

Summary:
LUMO level (eV): 0.654
Structure (SMILES): CCOC(=O)[C@]1(Cc2cccc(Cl)c2)CCCN(C(=O)c2cnn(CC)c2)C1
HOMO-LUMO gap (eV): 9.5
HOMO (eV): -8.8

```
! RIJCOSX wB97M-V def2-TZVPD def2/J DEFGRID3
* xyz 0 1
C -1.70646 -1.90755 -3.14505
C -2.47322 -0.77115 -2.48606
O -2.54806 -0.91960 -1.06606
C -1.49954 -0.49673 -0.35889
O -0.48913 -0.07177 -0.85519
C -1.72432 -0.63569 1.14623
C -1.29184 -2.06708 1.55391
C 0.04941 -2.42565 0.97859
C 0.13168 -3.10768 -0.22900
C 1.35809 -3.35833 -0.81701
C 2.52634 -2.93187 -0.21105
C 2.44680 -2.27842 1.00743
Cl 3.89172 -1.74736 1.78954
C 1.22374 -2.03442 1.60896
C -3.19118 -0.38765 1.51684
C -3.58838 1.04997 1.18429
C -2.64056 2.03390 1.86723
N -1.26274 1.74558 1.53254
C -0.57538 2.58705 0.70898
O -1.09268 3.58156 0.23057
C 0.84497 2.25268 0.49046
C 1.85122 1.98000 1.44024
N 3.00596 1.75501 0.85068
N 2.78399 1.86367 -0.45477
C 3.85750 1.69030 -1.39464
C 4.42926 3.03483 -1.83817
C 1.50602 2.18316 -0.71967
C -0.84578 0.40852 1.86130
H -2.16187 -2.86428 -2.89985
H -0.67377 -1.90363 -2.80514
H -1.72454 -1.77575 -4.22322
H -1.99182 0.18612 -2.71125
H -3.51310 -0.75253 -2.81962
H -2.04635 -2.76833 1.19201
H -1.26516 -2.11969 2.64421
H -0.77434 -3.44303 -0.71152
H 1.40716 -3.88413 -1.75903
H 3.48609 -3.10858 -0.66976
H 1.19464 -1.54190 2.56842
H -3.31230 -0.56077 2.58941
H -3.83594 -1.08696 0.98343
H -4.61115 1.24104 1.51239
H -3.54474 1.20425 0.10505
H -2.75205 1.96469 2.95641
H -2.84766 3.05663 1.54765
H 1.77416 1.96409 2.50972
H 4.62722 1.10139 -0.89128
H 3.48240 1.13210 -2.25721
H 3.66144 3.63388 -2.32214
H 5.24616 2.88024 -2.53771
H 4.80360 3.58174 -0.97658
H 1.13584 2.30305 -1.71624
H -0.93054 0.26318 2.94547
H 0.18916 0.27187 1.55414
*
```

ORCA calculation (ωB97M-V/def2-TZVPD) on a structure of composition C21H26CuN3O5.

Summary:
LUMO level (alpha / beta) (eV): 2.941 / 1.835
HOMO-LUMO gap (alpha / beta) (eV): 7.0 / 6.4
HOMO (alpha / beta) (eV): -4.1 / -4.5

```
! RIJCOSX wB97M-V def2-TZVPD def2/J DEFGRID3
* xyz -1 2
Cu 0.41037 1.05502 0.44412
O 2.04821 2.33590 0.76765
C 2.47766 2.31814 2.11880
C 2.10194 1.00946 2.87301
N 1.57041 -0.06416 2.02780
C 2.55965 -1.00840 1.50899
C 3.22305 -0.56581 0.20912
O 4.17285 -1.67237 -0.16117
O 3.72311 0.60476 0.16757
C 0.44369 -0.72895 2.69450
C -0.77266 0.19725 2.87731
O -1.49464 -0.00964 3.85589
O -0.94779 1.06454 1.95311
H 2.72271 1.72916 0.33142
H 2.01293 3.16169 2.62762
H 3.55951 2.45467 2.14375
H 1.32595 1.24848 3.59812
H 2.97239 0.64682 3.43297
H 2.08103 -1.97540 1.35347
H 3.38641 -1.16215 2.21509
H 0.71253 -1.14372 3.67118
H 0.12378 -1.55530 2.05504
C -0.29493 3.33184 -2.05545
C -0.83490 2.12114 -2.82554
C -1.99759 1.45574 -2.12222
C -3.28914 1.91285 -2.35221
C -4.37039 1.38710 -1.65859
C -4.15109 0.39136 -0.72392
C -2.87498 -0.11277 -0.47892
C -2.71746 -1.14336 0.61495
C -3.34975 -2.49954 0.28148
C -1.79807 0.41933 -1.20085
N -0.44741 0.04022 -0.95772
C -0.10667 -1.21527 -1.16034
C 1.20274 -1.70801 -1.17880
C 1.49874 -3.10777 -1.46852
C 2.82446 -3.28208 -1.53728
C 3.48139 -1.94248 -1.36854
N 2.38535 -1.00477 -1.11089
H 0.50994 3.82214 -2.60841
H 0.10646 3.03892 -1.08201
H -1.08974 4.06216 -1.87883
H -0.03062 1.40106 -2.97202
H -1.17157 2.44339 -3.81353
H -3.44025 2.70789 -3.07739
H -5.37099 1.76721 -1.83019
H -4.98194 0.00070 -0.14332
H -3.18486 -0.74170 1.51582
H -1.66976 -1.26605 0.86101
H -4.43802 -2.41660 0.21218
H -3.11851 -3.23858 1.05278
H -2.99706 -2.88771 -0.67762
H -0.88101 -1.94020 -1.41488
H 0.73405 -3.86322 -1.61062
H 3.35575 -4.20001 -1.75837
H 4.09476 -1.67290 -2.23657
*
```

ORCA calculation (ωB97M-V/def2-TZVPD) on a structure of composition C21H26FN3OS in a non-equilibrium geometry.

Summary:
LUMO level (eV): 0.572
HOMO-LUMO gap (eV): 8.0
HOMO (eV): -7.4

```
! RIJCOSX wB97M-V def2-TZVPD def2/J DEFGRID3
* xyz 0 1
C 0.90271 1.85664 -3.55112
C 0.69440 1.99495 -2.18659
C -0.33057 1.62706 -1.32119
C 0.07495 2.13581 -0.06116
C -0.50328 2.10997 1.00112
C 0.16130 2.62830 2.31372
C 1.39214 3.24279 2.29854
C 2.20860 3.07971 0.98490
C 1.53134 2.66853 -0.11105
N 1.77049 2.63855 -1.43671
H 2.80956 2.82177 -1.57041
H 3.27833 3.50078 0.99665
H 1.95807 3.39509 2.96343
F -0.40866 2.37316 3.64006
H -1.44836 1.68223 1.25921
C -1.56972 1.23686 -1.66827
H -2.42216 1.40958 -1.10074
H -1.91454 1.57834 -2.68804
C -1.29901 -0.56688 -1.84804
N -0.81859 -0.90762 -0.51224
C 0.65276 -1.03554 -0.47670
N 0.99250 -0.89195 1.05488
H 0.35883 -0.56946 1.62989
C 2.25060 -1.18973 1.56994
C 3.55915 -0.49001 0.87198
H 3.38455 -0.42258 -0.18930
H 2.99763 0.83102 1.03305
H 4.36260 -0.64744 1.42961
C 2.66720 -2.58759 1.10625
H 2.70418 -2.78174 -0.02501
H 2.00187 -3.50800 1.44380
H 3.74179 -2.98043 1.40722
C 2.14398 -1.18270 2.96136
H 1.85935 -0.05326 3.09440
H 3.11507 -1.30182 3.36507
H 1.43622 -1.97584 3.47253
S 1.68826 -1.31784 -1.82376
C -1.91548 -1.17569 0.58021
C -2.75711 -2.24644 -0.08997
C -2.58765 -3.46541 -0.43892
C -4.13733 -3.85605 -0.96661
C -4.80038 -2.71277 -0.47041
O -4.02967 -1.74150 -0.18313
H -5.85588 -2.59960 -0.89328
H -4.09874 -4.85746 -1.38911
H -1.86783 -4.14697 -0.79674
H -2.40206 -0.36212 0.68334
H -1.40423 -1.74039 1.12060
H -2.16029 -1.02753 -2.11608
H -0.49278 -0.53305 -2.53936
H 1.48496 0.80979 -3.74174
H 0.06648 1.79345 -4.11802
H 1.59082 2.40524 -4.09269
*
```

ORCA calculation (ωB97M-V/def2-TZVPD) on a structure of composition C21H26HfN7O7P2S2 in a non-equilibrium geometry.

Summary:
LUMO level (eV): -10.164
HOMO-LUMO gap (eV): 4.6
HOMO (eV): -14.8

```
! RIJCOSX wB97M-V def2-TZVPD def2/J DEFGRID3
* xyz 3 1
Hf -1.75998 -0.00720 -1.71904
C -0.59206 1.49622 -5.85069
C -1.21595 0.91176 -4.60431
O -0.39393 0.89115 -3.32073
P -1.46273 -0.92648 -4.69050
O -0.06752 -1.51019 -5.10837
O -2.35757 -1.40916 -5.89200
O -1.87259 -1.41061 -3.30674
P -2.73013 1.94316 -4.12978
O -3.84011 1.57625 -5.14382
O -2.35116 3.35257 -4.03189
O -2.93936 1.23200 -2.70152
H 0.43707 1.16948 -6.08719
H -0.58966 2.63187 -5.81768
H -1.25027 1.30765 -6.63816
H 0.16266 1.68709 -3.18173
H 0.05635 -2.46191 -5.36396
H -3.28943 -1.13931 -5.91366
H -4.18503 2.28759 -5.81036
C -5.37458 -0.79681 0.12936
C -3.98184 -0.82931 0.70728
N -2.96628 -1.00523 -0.18299
C -1.73642 -1.21492 0.44658
C -1.73394 -0.80443 1.86978
S -3.47306 -0.47033 2.20714
C 0.01928 0.73241 0.76588
C 1.02185 1.50470 1.70881
S 0.22296 3.16124 1.55391
C -0.68043 2.72169 0.18100
N -0.63278 1.47034 -0.26917
C -1.35572 3.87144 -0.39950
H -6.26964 -0.53715 0.77766
H -5.44505 -1.73313 -0.32053
H -5.40582 -0.10016 -0.78763
H -1.38932 -1.56259 2.56233
H 2.11880 1.67847 1.60238
H -0.62306 4.67232 -0.52313
H -2.14067 4.20446 0.21545
H -1.70861 3.57362 -1.42312
C 1.72071 -0.69551 -0.53586
C 0.58289 -0.65328 0.47906
N -0.66271 -1.22394 -0.29744
C -0.89218 0.44631 2.01303
C 0.54402 0.33846 2.66305
N 0.82324 -1.05263 1.83840
C 2.02989 -1.79516 2.20751
N 3.02116 -1.09653 2.96675
N 3.67129 0.09926 2.54992
N 4.67663 0.27218 3.31025
C 4.71087 -0.66812 4.26920
C 5.62442 -0.85311 5.29342
C 5.53471 -1.99265 6.08069
C 4.40164 -2.79846 5.85798
C 3.41055 -2.53397 4.90160
C 3.67590 -1.54575 4.03987
H 1.48324 0.00712 -1.38019
H 1.85358 -1.73893 -1.00458
H 2.66676 -0.29097 -0.17332
H -1.41985 1.45011 2.14294
H 0.72412 0.19788 3.72549
H 2.44420 -2.17933 1.19957
H 1.62907 -2.70555 2.83227
H 6.49419 -0.19932 5.38919
H 6.27735 -2.11293 6.77669
H 4.18216 -3.59157 6.51279
H 2.56786 -3.24219 4.83235
*
```

So what do the calculations give for energy? Going down the list: -26050.2307 -136656.5704 -79158.9641 -112089.5252 -45335.4585 -81547.4429 -42254.5574 -88495.8066 eV.